2 unconnected molecules or ions with the total composition C2H8N2O in a non-equilibrium geometry, computed with the ωB97M-V functional and the def2-TZVPD basis.

Geometry as XYZ:
```
13
Properties=species:S:1:pos:R:3
H -0.182 0.259 0.561
N 0.805 0.466 0.548
N 1.161 -0.126 -0.469
C 2.536 0.156 -0.903
H 2.972 1.038 -0.558
H 3.243 -0.714 -0.623
H 2.582 0.124 -1.936
C -2.259 -0.115 0.886
O -1.673 -0.915 -0.149
H -2.231 0.951 0.675
H -1.740 -0.116 1.800
H -3.363 -0.557 1.116
H -1.850 -0.454 -0.948
```

HOMO level   -8.947 eV
Structure (SMILES)   [H]/N=N/C.CO



2 unconnected molecules or ions with the total composition C2H8N2O in a non-equilibrium geometry, computed with the ωB97M-V functional and the def2-TZVPD basis.

Geometry as XYZ:
```
13
Properties=species:S:1:pos:R:3
N 2.567 -0.340 -0.026
O 3.551 0.581 -0.309
H 1.697 0.125 0.387
H 2.342 -0.730 -0.898
H 2.977 -1.048 0.499
H -0.130 1.227 -0.683
N -0.151 0.826 0.238
C -1.133 0.160 0.577
C -2.412 -0.068 -0.184
H -1.196 -0.258 1.601
H -2.424 0.624 -1.036
H -2.254 -1.105 -0.456
H -3.434 0.006 0.289
```

HOMO level   -7.926 eV
Structure (SMILES)   [NH3+][O-].[H]/N=C\C



2 unconnected molecules or ions with the total composition C2H8N2O in a non-equilibrium geometry, computed with the ωB97M-V functional and the def2-TZVPD basis.

Geometry as XYZ:
```
13
Properties=species:S:1:pos:R:3
C 1.022 1.122 0.067
C 0.863 -0.300 0.448
N -1.548 -0.300 -0.570
N -1.154 -0.416 0.829
O 1.011 -1.195 -0.470
H 1.412 1.290 -0.975
H 0.204 1.863 0.349
H 1.902 1.530 0.624
H 1.201 -0.585 1.447
H -2.313 0.404 -0.517
H -1.808 -1.187 -1.114
H -1.293 -1.389 1.148
H 0.500 -0.837 -1.267
```

HOMO level   -7.751 eV



2 unconnected molecules or ions with the total composition C2H8N2O, computed with the ωB97M-V functional and the def2-TZVPD basis.

Geometry as XYZ:
```
13
Properties=species:S:1:pos:R:3
C -0.346 1.221 0.185
N -1.487 0.418 0.568
C -1.490 -0.375 1.620
N -2.456 -1.272 1.705
H -0.154 1.076 -0.876
H 0.516 0.974 0.786
H -0.592 2.277 0.220
H -2.310 0.335 -0.025
H -0.797 -0.141 2.425
H -2.180 -1.989 2.385
H 4.253 -1.139 -3.563
H 3.060 -0.779 -2.619
O 3.984 -0.608 -2.810
```

Net charge   +1
Spin multiplicity   2
HOMO level (alpha / beta)   -13.826 / -13.826 eV



C2H8N2O2 in the gas phase in a non-equilibrium geometry, computed with the ωB97M-V functional and the def2-TZVPD basis.

Geometry as XYZ:
```
14
Properties=species:S:1:pos:R:3
C -1.698 0.122 -0.472
N -0.603 0.518 0.396
C 0.815 -0.057 0.283
N 0.990 -0.766 -0.940
O 1.722 1.016 0.400
O 0.767 -0.834 1.406
H -1.730 0.760 -1.356
H -1.599 -0.915 -0.785
H -2.637 0.191 0.084
H -0.624 1.470 0.743
H 1.489 -1.629 -0.773
H 1.463 -0.197 -1.629
H 2.040 0.998 1.311
H -0.394 -0.676 1.330
```

HOMO level   -9.105 eV
Structure (SMILES)   CNC(N)(O)O



2 unconnected molecules or ions with the total composition C2H8N2O2 in a non-equilibrium geometry, computed with the ωB97M-V functional and the def2-TZVPD basis.

Geometry as XYZ:
```
14
Properties=species:S:1:pos:R:3
N 1.301 0.768 -0.490
C 0.945 -0.441 0.278
N -0.490 -0.557 0.408
C -0.929 -1.135 1.576
O -0.314 -1.281 2.603
H 1.119 1.580 0.076
H 2.277 0.873 -0.682
H 1.362 -1.279 -0.288
H 1.380 -0.469 1.273
H -1.145 -0.442 -0.353
H -1.990 -1.410 1.616
O -1.160 1.046 -2.334
H -0.603 0.960 -1.526
H -1.755 1.785 -2.157
```

HOMO level   -9.795 eV
Structure (SMILES)   NCNC=O.O



2 unconnected molecules or ions with the total composition C2H8N2O2 in a non-equilibrium geometry, computed with the ωB97M-V functional and the def2-TZVPD basis.

Geometry as XYZ:
```
14
Properties=species:S:1:pos:R:3
O 4.793 1.255 0.510
C 5.247 0.518 -0.325
O 5.393 0.955 -1.572
H 5.366 -0.571 -0.186
H 5.980 0.362 -2.060
N -4.423 -1.472 -0.544
C -4.371 -0.909 0.786
N -5.458 -0.052 1.333
H -4.160 -0.873 -1.313
H -5.334 -1.876 -0.664
H -3.326 -0.718 1.006
H -4.364 -1.865 1.480
H -6.312 -0.306 0.840
H -5.369 0.941 1.098
```

HOMO level   -9.259 eV
Structure (SMILES)   O=CO.NCN



2 unconnected molecules or ions with the total composition C2H8N2O2 in a non-equilibrium geometry, computed with the ωB97M-V functional and the def2-TZVPD basis.

Geometry as XYZ:
```
14
Properties=species:S:1:pos:R:3
N 0.000 0.000 0.000
C 1.351 -0.569 0.025
C 1.663 -0.955 1.502
N 1.873 0.111 2.285
O 1.642 -2.033 1.947
H -0.578 -0.774 0.346
H -0.112 0.764 0.676
H 1.325 -1.428 -0.673
H 2.105 0.149 -0.353
H 1.896 1.020 1.816
H 2.246 0.014 3.233
O 0.725 0.377 -3.499
H 0.155 0.187 -2.720
H 1.579 0.678 -3.114
```

HOMO level   -9.513 eV
Structure (SMILES)   NCC(N)=O.O



2 unconnected molecules or ions with the total composition C2H8N2O2 in a non-equilibrium geometry, computed with the ωB97M-V functional and the def2-TZVPD basis.

Geometry as XYZ:
```
14
Properties=species:S:1:pos:R:3
N -0.726 0.414 -1.059
C -1.276 0.705 0.245
N -1.824 -0.533 0.751
H -1.489 0.416 -1.750
H -0.204 -0.454 -1.231
H -2.062 1.462 0.242
H -0.521 1.117 0.898
H -1.166 -1.316 0.789
H -2.641 -0.846 0.225
O 1.806 -0.923 -0.891
C 2.157 -0.035 -0.163
O 3.242 -0.085 0.643
H 1.571 0.882 0.019
H 3.132 -0.804 1.283
```

Net charge   +1
Spin multiplicity   2
HOMO level (alpha / beta)   -15.197 / -15.193 eV



A molecular structure, C2H8N2O2S2 in a non-equilibrium geometry, computed with the ωB97M-V functional and the def2-TZVPD basis.

Geometry as XYZ:
```
16
Properties=species:S:1:pos:R:3
C 1.398 1.397 0.547
C 1.882 -0.726 -0.662
N -3.454 0.107 0.886
N 1.038 0.047 0.172
O -1.306 0.446 -0.772
O -0.480 -1.866 0.168
S -2.926 0.315 -0.537
S -0.467 -0.462 0.502
H 2.404 1.482 1.061
H 1.128 1.989 -0.274
H 0.869 1.556 1.525
H 2.897 -0.797 -0.104
H 1.626 -1.779 -0.764
H 2.006 -0.063 -1.531
H -3.519 -0.799 1.315
H -3.097 -0.848 -1.532
```

HOMO level   -9.008 eV



2 unconnected molecules or ions with the total composition C2H8N2O3 in a non-equilibrium geometry, computed with the ωB97M-V functional and the def2-TZVPD basis.

Geometry as XYZ:
```
15
Properties=species:S:1:pos:R:3
C 0.478 -1.445 0.484
C -0.375 -0.457 -0.165
N -2.248 1.052 0.050
N 2.241 0.707 -0.191
O -0.852 -0.719 -1.407
O -1.305 0.146 0.690
O 0.956 0.989 -0.432
H 0.215 -2.540 0.500
H 1.497 -1.387 -0.046
H 0.550 -1.206 1.547
H -3.104 0.787 0.575
H -1.874 1.935 0.295
H 2.437 1.087 0.754
H 2.941 1.030 -0.992
H -1.557 0.022 -1.663
```

HOMO level   -7.354 eV



2 unconnected molecules or ions with the total composition C2H8N2O3 in a non-equilibrium geometry, computed with the ωB97M-V functional and the def2-TZVPD basis.

Geometry as XYZ:
```
15
Properties=species:S:1:pos:R:3
N -0.918 0.357 0.121
C -1.750 0.239 -1.061
O -2.997 0.844 -0.828
H -0.794 1.351 0.315
H -1.431 0.013 0.927
H -1.208 0.688 -1.903
H -1.876 -0.826 -1.283
H -3.580 0.554 -1.535
N 1.797 -0.795 0.015
C 2.479 -0.602 1.167
O 2.398 0.604 1.717
O 3.132 -1.497 1.705
H 0.837 -0.384 -0.074
H 1.892 -1.749 -0.345
H 2.021 1.202 1.061
```

Net charge   +1
Spin multiplicity   2
HOMO level (alpha / beta)   -14.170 / -14.169 eV



2 unconnected molecules or ions with the total composition C2H8N2O4P in a non-equilibrium geometry, computed with the ωB97M-V functional and the def2-TZVPD basis.

Geometry as XYZ:
```
17
Properties=species:S:1:pos:R:3
C -0.420 -0.145 0.956
C 0.482 -1.311 0.585
N 0.014 0.689 1.814
N 1.026 -0.897 -0.710
O -2.677 1.250 0.331
O -2.873 -1.254 0.739
O -1.840 -0.444 -1.447
O 1.570 -1.391 1.450
P -2.007 -0.031 -0.020
H -0.732 1.501 -1.625
H 0.146 -2.361 0.310
H -0.674 1.481 1.994
H -0.586 1.685 -0.907
H 0.338 -0.923 -1.477
H -3.181 -1.721 0.053
H 1.581 -0.066 -0.731
H 1.649 -0.607 2.010
```

Net charge   -1
HOMO level   -5.197 eV



2 unconnected molecules or ions with the total composition C2H8N2O4S2 in a non-equilibrium geometry, computed with the ωB97M-V functional and the def2-TZVPD basis.

Geometry as XYZ:
```
18
Properties=species:S:1:pos:R:3
C 0.386 1.865 0.113
C 1.766 0.329 1.562
N -1.754 -1.359 -2.348
N 0.542 0.967 1.215
O 0.555 -0.790 -1.424
O -0.326 -3.254 -1.557
O -0.591 -0.928 2.442
O -2.044 0.417 1.015
S -0.537 -1.810 -1.286
S -0.750 -0.127 1.232
H 0.667 1.364 -0.835
H -0.728 2.124 -0.088
H 0.964 2.856 0.354
H 2.350 1.141 1.906
H 1.505 -0.332 2.332
H 2.171 -0.274 0.772
H -2.020 -1.758 -3.275
H -2.156 -0.433 -2.128
```

HOMO level (alpha / beta)   -9.018 / -10.123 eV



2 unconnected molecules or ions with the total composition C2H8N2S in a non-equilibrium geometry, computed with the ωB97M-V functional and the def2-TZVPD basis.

Geometry as XYZ:
```
13
Properties=species:S:1:pos:R:3
C -0.678 -1.396 0.970
N -0.381 -0.332 -0.045
C 0.744 -0.535 -0.679
N 1.359 0.432 -1.391
H 0.122 -1.529 1.666
H -0.857 -2.428 0.529
H -1.625 -1.078 1.477
H 1.288 -1.509 -0.611
H 0.947 1.368 -1.310
H 2.345 0.304 -1.653
S -0.759 2.659 0.029
H -1.728 2.857 0.902
H -0.777 1.188 0.115
```

HOMO level   -8.620 eV
Structure (SMILES)   C/N=C/N.S



2 unconnected molecules or ions with the total composition C2H8N2S2 in a non-equilibrium geometry, computed with the ωB97M-V functional and the def2-TZVPD basis.

Geometry as XYZ:
```
14
Properties=species:S:1:pos:R:3
C 1.267 -1.292 0.481
S -0.522 -1.111 0.238
S -0.523 -1.233 -1.884
H 1.837 -0.822 -0.325
H 1.518 -0.781 1.411
H 1.666 -2.310 0.656
H 0.813 -1.452 -2.032
N -0.342 2.030 2.015
C -0.128 2.174 0.661
N 1.031 1.952 0.152
H 0.476 1.560 2.376
H -0.987 2.576 2.545
H -0.914 2.402 -0.072
H 1.248 2.700 -0.498
```

Net charge   -1
Spin multiplicity   2
HOMO level (alpha / beta)   0.519 / -3.141 eV



A gas-phase ion, C2H8N3 (charge +1) in a non-equilibrium geometry, computed with the ωB97M-V functional and the def2-TZVPD basis.

Geometry as XYZ:
```
13
Properties=species:S:1:pos:R:3
C 0.696 -0.665 1.629
N -0.223 0.252 0.802
C -0.215 0.295 -0.518
N -0.898 1.379 -1.148
N 0.336 -0.689 -1.265
H 1.629 -0.649 1.089
H 0.826 -0.234 2.558
H 0.424 -1.694 1.740
H -0.913 0.730 1.330
H -1.764 1.279 -1.768
H -0.491 2.355 -1.358
H 0.383 -1.599 -0.798
H 0.211 -0.759 -2.294
```

Net charge   +1
HOMO level   -15.097 eV
Structure (SMILES)   CNC(N)=[NH2+]



A gas-phase ion, C2H8N3 (charge +1) in a non-equilibrium geometry, computed with the ωB97M-V functional and the def2-TZVPD basis.

Geometry as XYZ:
```
13
Properties=species:S:1:pos:R:3
C -2.351 -0.313 -0.030
N -1.040 -0.104 0.223
N -0.174 0.829 -0.212
C 1.156 0.559 0.317
N 1.431 -0.759 -0.309
H -3.028 -0.932 0.615
H -2.643 0.237 -0.844
H -0.642 -0.729 0.954
H -0.619 1.673 -0.687
H 1.701 1.514 -0.070
H 1.321 0.402 1.441
H 2.332 -1.045 -0.184
H 1.371 -0.484 -1.314
```

Net charge   +1
HOMO level (alpha / beta)   -14.638 / -14.638 eV
Structure (SMILES)   C=[NH+]NCN